No. 1
C8H20NO6P2RhS3 | ωB97M-V/def2-TZVPD

Structure (XYZ):
```
41
Properties=species:S:1:pos:R:3
Rh -0.066 -0.083 0.076
N 2.307 3.229 -1.954
C 1.423 2.041 -1.619
C 1.176 1.241 -2.905
P -0.175 2.742 -0.996
O 0.363 3.466 0.332
O -0.637 3.686 -2.011
O -1.071 1.519 -0.582
P 2.421 1.011 -0.432
O 1.804 1.289 1.035
O 3.812 1.436 -0.619
O 1.901 -0.425 -0.619
H 2.196 3.514 -2.930
H 3.283 2.934 -1.760
H 2.090 4.044 -1.373
H 0.614 1.844 -3.621
H 0.598 0.343 -2.704
H 2.118 0.924 -3.356
H -0.170 4.234 0.581
H 2.253 1.945 1.585
C 0.352 -2.298 2.464
C -0.732 -1.418 3.102
S -1.145 0.089 2.171
C -2.828 -0.161 1.560
C -2.968 -1.411 0.742
S -1.898 -1.325 -0.737
C -1.292 -3.031 -0.908
C -0.015 -3.353 -0.141
S -0.325 -3.741 1.602
H 0.999 -2.687 3.249
H 0.994 -1.735 1.777
H -0.389 -1.031 4.062
H -1.657 -1.967 3.270
H -3.020 0.737 0.971
H -3.512 -0.167 2.411
H -3.996 -1.488 0.381
H -2.714 -2.322 1.282
H -1.135 -3.151 -1.981
H -2.118 -3.677 -0.603
H 0.725 -2.554 -0.218
H 0.435 -4.242 -0.582
```

Calculated values
total charge	+2
ΔE to the lowest compared entry with this formula, charge and spin	1.462	eV
E_HOMO	-15.44	eV
E_LUMO	-9.38	eV

Here are the natural (NBO) charges for atoms 1 to 2, given in e: number 1, Rh, carries 0.912; number 2, N, carries -0.691


No. 2
C4H9NO | ωB97M-V/def2-TZVPD

Structure (XYZ):
```
15
Properties=species:S:1:pos:R:3
C 1.108 1.719 0.238
N 0.374 0.560 -0.261
C -0.917 0.482 0.386
C 0.015 -0.654 0.483
C -0.360 -1.853 -0.387
O -0.748 -1.443 -1.674
H 0.423 2.566 0.103
H 1.371 1.691 1.307
H 1.994 1.922 -0.365
H -1.028 1.096 1.279
H -1.752 0.452 -0.303
H 0.464 -0.884 1.452
H -1.239 -2.322 0.077
H 0.435 -2.612 -0.431
H -0.140 -0.719 -1.902
```

Calculated values
ΔE to the lowest compared entry with this formula, charge and spin	2.557	eV
E_HOMO	-9.34	eV
E_LUMO	1.12	eV
SMILES string	CN1C[C@H]1CO

Here are the natural (NBO) charges for atoms 1 to 2, given in e: number 1, C, carries -0.409; number 2, N, carries -0.442